Version a
A 9-piece molecular cluster, C36H99N9O9 overall, computed with the ωB97M-V functional and the def2-TZVPD basis.

Last column: Mulliken charge in e.
Atoms and positions in Å:
C (-3.1028, 2.1747, 2.8732)  -0.934
C (-4.3488, 3.0343, 3.0948)  0.693
C (-4.1621, 4.5226, 3.4380)  -0.709
O (-5.4220, 5.1799, 3.5382)  -0.439
C (-6.4019, 4.6101, 4.3554)  -0.676
N (-5.1782, 3.0139, 1.8785)  -0.548
H (-3.4310, 1.2420, 2.4094)  -0.189
H (-2.5692, 1.9653, 3.7990)  0.484
H (-2.4703, 2.6305, 2.1070)  0.180
H (-4.8667, 2.5296, 3.9254)  0.042
H (-3.5301, 5.0142, 2.7046)  0.281
H (-3.7193, 4.5992, 4.4374)  0.315
H (-6.1199, 4.4851, 5.4044)  0.292
H (-6.7976, 3.6741, 3.9386)  0.272
H (-7.2823, 5.2564, 4.3222)  0.252
H (-5.8815, 3.7230, 2.0487)  0.300
H (-5.6380, 2.1462, 1.6409)  0.151
C (-1.3470, -4.4839, -3.0824)  -1.239
C (0.1946, -4.5088, -3.1637)  0.350
C (0.8489, -4.8067, -4.5191)  -0.036
O (0.7643, -6.1774, -4.8223)  -0.456
C (1.7980, -6.5266, -5.7227)  -0.702
N (0.7161, -3.2619, -2.6120)  1.083
H (-1.7414, -5.4976, -2.9754)  0.368
H (-1.6971, -4.0825, -4.0347)  0.343
H (-1.6507, -3.9870, -2.1634)  -0.009
H (0.4960, -5.3230, -2.4865)  0.291
H (1.9024, -4.5476, -4.3719)  -0.016
H (0.4066, -4.0943, -5.2267)  0.186
H (1.6618, -5.9805, -6.6588)  0.320
H (1.7080, -7.5817, -5.9885)  0.327
H (2.8031, -6.4275, -5.3076)  0.225
H (0.4440, -3.0874, -1.6450)  -0.618
H (1.7359, -3.2597, -2.4520)  0.186
C (-2.0568, -0.4134, 1.6469)  -2.019
C (-1.9435, -1.9067, 1.2418)  0.788
C (-0.5676, -2.4989, 1.5121)  -0.632
O (-0.1230, -3.3448, 0.4387)  -0.068
C (-0.4030, -4.7055, 0.6844)  -0.826
N (-3.0506, -2.5332, 2.0094)  -0.596
H (-3.0858, -0.1593, 1.8768)  0.394
H (-1.6725, 0.2768, 0.8950)  1.032
H (-1.5215, -0.2658, 2.5926)  0.159
H (-2.1914, -1.9627, 0.1855)  -0.789
H (-0.4029, -3.0055, 2.4635)  0.579
H (0.1012, -1.6361, 1.4012)  -0.275
H (0.1931, -5.1139, 1.5044)  0.284
H (-0.2097, -5.2929, -0.2168)  0.189
H (-1.4799, -4.8582, 0.8287)  0.322
H (-3.4892, -3.3924, 1.6961)  0.318
H (-2.7186, -2.7947, 2.9343)  0.287
C (-1.0083, 10.0651, 4.7525)  -1.331
C (-0.9575, 8.5492, 4.5459)  0.432
C (-0.3741, 8.1562, 3.1777)  -0.710
O (-0.5726, 6.7923, 3.0215)  -0.161
C (0.0344, 6.1820, 1.8900)  -0.614
N (-0.1656, 7.9669, 5.6376)  -0.703
H (-1.3570, 10.5162, 3.8219)  0.345
H (-0.0089, 10.4698, 4.9316)  0.326
H (-1.6172, 10.2979, 5.6216)  0.352
H (-1.9422, 8.0872, 4.6546)  0.245
H (0.7045, 8.3851, 3.1080)  0.319
H (-0.8796, 8.7472, 2.3926)  0.329
H (1.1095, 6.1538, 2.1007)  0.336
H (-0.0628, 6.8502, 1.0298)  0.365
H (-0.3879, 5.1953, 1.7476)  -0.020
H (-0.0584, 6.9769, 5.4455)  0.262
H (0.7238, 8.4504, 5.6756)  0.256
C (3.5855, 0.9143, -1.6638)  -1.560
C (2.7338, 0.3350, -0.5388)  0.686
C (1.8996, 1.3768, 0.1857)  -1.133
O (1.0543, 0.6881, 1.0659)  0.229
C (0.1708, 1.4940, 1.8119)  1.202
N (1.9311, -0.8172, -0.9975)  0.066
H (4.4561, 0.3027, -1.9193)  0.225
H (4.1123, 1.8231, -1.3529)  0.450
H (3.0391, 1.0667, -2.5962)  0.276
H (3.4901, -0.0696, 0.1444)  0.270
H (1.3584, 2.0018, -0.5411)  0.394
H (2.5722, 2.0374, 0.7537)  0.359
H (-0.6975, 0.8949, 2.0852)  -1.302
H (-0.2058, 2.3570, 1.2563)  0.524
H (0.6201, 1.8170, 2.7566)  0.329
H (1.1624, -0.4161, -1.5379)  -0.317
H (1.4908, -1.1026, -0.1211)  -0.109
C (0.2795, -0.6539, -7.4370)  -1.693
C (0.8926, -1.2766, -6.1868)  1.045
C (2.0792, -0.4248, -5.7242)  -0.460
O (3.1207, -0.4625, -6.7161)  -0.416
C (4.1096, 0.4968, -6.4782)  -0.742
N (-0.0375, -1.2456, -5.0294)  -0.347
H (-0.1752, 0.3271, -7.3114)  0.332
H (-0.4994, -1.3007, -7.8501)  0.440
H (1.0787, -0.6028, -8.1792)  0.325
H (1.2769, -2.2817, -6.3886)  0.053
H (2.5339, -0.7871, -4.7949)  -0.054
H (1.7764, 0.6253, -5.6616)  0.454
H (4.7117, 0.5465, -7.3927)  0.296
H (4.8625, 0.2318, -5.7266)  0.255
H (3.7400, 1.5143, -6.3251)  0.320
H (0.5234, -1.7320, -4.3236)  -0.229
H (-0.7677, -1.9239, -5.2448)  0.329
C (5.8298, -3.9263, -1.2978)  -1.777
C (4.9343, -3.0502, -2.2227)  0.559
C (4.9461, -3.5314, -3.6801)  0.167
O (6.2048, -3.3331, -4.2899)  -0.416
C (6.1728, -3.1407, -5.6677)  -0.501
N (3.5371, -3.1148, -1.7776)  -0.214
H (6.8815, -3.6637, -1.4290)  0.392
H (5.7182, -4.9586, -1.6393)  0.349
H (5.6382, -3.8220, -0.2302)  0.538
H (5.4532, -2.0907, -2.1321)  -0.010
H (4.1835, -2.9357, -4.1990)  -0.215
H (4.6697, -4.5872, -3.7927)  0.222
H (5.9045, -4.0798, -6.1791)  0.303
H (7.1857, -2.9211, -6.0149)  0.301
H (5.5226, -2.3288, -6.0157)  0.077
H (3.1035, -2.1899, -1.6119)  -0.097
H (3.6030, -3.6032, -0.8931)  0.123
C (0.4709, -0.7826, 4.6977)  -0.592
C (0.7757, 0.0463, 5.9461)  0.306
C (1.5324, -0.7612, 6.9868)  -1.001
O (0.8193, -1.9172, 7.3749)  -0.311
C (1.6768, -2.8647, 7.9943)  -0.728
N (1.4751, 1.2721, 5.6210)  -0.520
H (0.1689, -1.8149, 4.8657)  0.508
H (1.4100, -0.8799, 4.1355)  0.305
H (-0.2022, -0.2387, 4.0384)  -0.451
H (-0.2030, 0.1811, 6.4222)  0.360
H (1.8070, -0.1755, 7.8702)  0.430
H (2.5038, -1.0279, 6.5366)  0.399
H (1.0993, -3.7405, 8.2769)  0.243
H (2.1323, -2.4410, 8.8932)  0.291
H (2.4442, -3.1374, 7.2655)  0.328
H (2.4768, 1.2243, 5.7329)  0.223
H (1.0845, 2.0460, 6.1370)  0.244
C (-5.2376, 0.5227, -0.0240)  -1.164
C (-5.0917, 0.0971, -1.4950)  -0.100
C (-3.8432, -0.7438, -1.7243)  -0.105
O (-2.7209, 0.0967, -1.6543)  -0.465
C (-1.4784, -0.4845, -1.9852)  0.127
N (-6.2953, -0.5865, -1.9641)  -0.712
H (-4.3184, 1.0800, 0.2136)  0.314
H (-5.1783, -0.2838, 0.7069)  0.336
H (-6.0270, 1.2675, 0.0530)  0.465
H (-4.9465, 1.0112, -2.0735)  0.451
H (-3.9104, -1.2773, -2.6813)  0.452
H (-3.8039, -1.5747, -1.0019)  -0.101
H (-0.8185, -0.6735, -1.1359)  -0.496
H (-0.9565, 0.1393, -2.7132)  0.559
H (-1.5992, -1.4275, -2.5255)  0.041
H (-6.9091, 0.0637, -2.4274)  0.283
H (-6.7841, -1.0927, -1.2435)  0.238

Output
SMILES string: COC[C@H](C)N.COC[C@H](C)N.COC[C@H](C)N.COC[C@H](C)N.COC[C@H](C)N.COC[C@H](C)N.COC[C@H](C)N.COC[C@H](C)N.COC[C@H](C)N
Multiplicity: 1
E_LUMO in eV: 0.5
E_HOMO in eV: -8.45
Charge: 0

Version b
A 9-piece molecular cluster, C36H99N9O9 overall, computed with the ωB97M-V functional and the def2-TZVPD basis.

Last column: Mulliken charge in e.
Atoms and positions in Å:
C (-4.5431, 2.4052, -4.6419)  -1.360
C (-3.5491, 1.2624, -4.4312)  0.358
C (-2.1661, 1.7411, -4.8463)  0.289
O (-1.1981, 0.7129, -4.9289)  -0.488
C (0.0653, 1.2913, -5.1381)  -0.644
N (-3.6100, 0.8417, -3.0240)  -0.204
H (-4.7710, 2.5495, -5.6990)  0.480
H (-4.1421, 3.3458, -4.2484)  0.189
H (-5.4597, 2.2026, -4.0923)  0.148
H (-3.8151, 0.4296, -5.0884)  0.459
H (-1.8180, 2.4437, -4.0884)  -0.493
H (-2.2466, 2.3033, -5.7879)  0.391
H (0.8370, 0.5350, -5.2742)  0.337
H (0.3498, 1.9374, -4.2960)  0.107
H (0.1259, 1.9513, -6.0151)  0.353
H (-3.0306, 0.0091, -2.9146)  -0.016
H (-3.1171, 1.5342, -2.4594)  0.108
C (-2.3633, -2.9721, -3.4588)  -1.921
C (-1.2381, -2.4703, -2.5440)  0.602
C (0.0943, -3.0490, -3.0168)  -0.637
O (0.8815, -3.4290, -1.9073)  -0.292
C (2.1378, -3.9377, -2.3132)  -0.820
N (-1.2597, -1.0031, -2.6543)  0.374
H (-2.3339, -2.5435, -4.4605)  0.288
H (-3.3408, -2.8542, -2.9916)  0.316
H (-2.2625, -4.0543, -3.6100)  0.581
H (-1.4347, -2.7596, -1.5140)  0.345
H (0.5923, -2.3267, -3.6773)  0.234
H (-0.0555, -3.9399, -3.6503)  0.398
H (2.8074, -3.8910, -1.4521)  0.215
H (2.6144, -3.3274, -3.0882)  0.360
H (2.0391, -4.9750, -2.6443)  0.317
H (-1.0750, -0.6433, -3.5885)  0.311
H (-0.6096, -0.5778, -2.0016)  -0.361
C (-1.8373, 0.4761, 5.0591)  -1.234
C (-2.8847, 1.3782, 4.4188)  0.962
C (-3.7693, 2.0867, 5.3919)  -0.826
O (-4.4068, 1.1494, 6.2289)  -0.306
C (-5.2072, 1.7811, 7.1878)  -0.759
N (-2.1865, 2.3797, 3.5711)  -0.875
H (-1.3783, -0.2122, 4.3552)  -0.002
H (-2.3134, -0.0914, 5.8622)  0.392
H (-1.0779, 1.1031, 5.5369)  0.328
H (-3.4418, 0.7349, 3.7225)  0.116
H (-4.5106, 2.6822, 4.8341)  0.384
H (-3.1964, 2.8310, 5.9658)  0.392
H (-5.6024, 1.0527, 7.8965)  0.251
H (-6.0502, 2.3244, 6.7500)  0.285
H (-4.5886, 2.4591, 7.7954)  0.322
H (-2.8548, 3.0355, 3.1724)  0.277
H (-1.8590, 1.8601, 2.7544)  0.394
C (6.4714, -5.7017, 6.1625)  -1.097
C (5.3390, -6.4385, 5.4536)  0.183
C (4.0293, -5.7042, 5.7341)  -0.559
O (2.9836, -6.2818, 4.9797)  -0.312
C (1.7752, -5.5847, 5.1422)  -0.582
N (5.6505, -6.4985, 4.0139)  -0.636
H (6.5963, -4.7681, 5.6065)  0.070
H (7.3914, -6.2746, 6.0776)  0.330
H (6.2420, -5.4727, 7.2018)  0.386
H (5.2455, -7.4665, 5.8115)  0.409
H (4.1073, -4.6318, 5.5018)  0.172
H (3.8242, -5.8262, 6.8099)  0.453
H (1.0244, -6.1208, 4.5592)  0.262
H (1.8363, -4.5769, 4.7123)  0.159
H (1.4703, -5.5558, 6.1913)  0.296
H (5.4926, -5.5466, 3.6792)  0.224
H (4.9074, -7.0437, 3.5842)  0.366
C (5.7864, -0.0925, 3.3084)  -1.551
C (5.5629, -1.5058, 2.8123)  0.510
C (6.4525, -2.5208, 3.5223)  -1.002
O (6.3285, -3.8187, 2.9889)  -0.099
C (7.0231, -3.9819, 1.7675)  -0.911
N (4.1385, -1.8598, 2.9296)  -0.536
H (6.8304, 0.2153, 3.3143)  0.412
H (5.3612, 0.0505, 4.3068)  0.339
H (5.2174, 0.5918, 2.6749)  0.241
H (5.8272, -1.5492, 1.7517)  0.266
H (6.1357, -2.5594, 4.5731)  0.364
H (7.5051, -2.2111, 3.5557)  0.388
H (8.0361, -3.5687, 1.8190)  0.372
H (6.5087, -3.5117, 0.9241)  0.255
H (7.0922, -5.0548, 1.5952)  0.279
H (4.0157, -2.1299, 3.9098)  0.265
H (3.9744, -2.7682, 2.4961)  0.302
C (3.8393, 4.4979, -3.7668)  -1.425
C (4.9480, 4.5672, -2.7138)  0.848
C (4.8897, 3.3730, -1.7676)  -1.073
O (3.5838, 2.8513, -1.6705)  -0.098
C (3.5598, 1.5885, -1.0539)  -0.575
N (6.2454, 4.5439, -3.4334)  -0.724
H (2.8603, 4.3163, -3.3245)  0.162
H (3.9930, 3.6473, -4.4414)  0.353
H (3.7871, 5.4059, -4.3704)  0.438
H (4.7631, 5.5165, -2.2002)  0.222
H (5.2132, 3.6878, -0.7626)  0.333
H (5.5840, 2.6194, -2.1507)  0.439
H (4.1706, 0.8224, -1.5511)  0.327
H (2.5436, 1.2003, -1.0408)  -0.039
H (3.9032, 1.6994, -0.0153)  0.303
H (6.0907, 4.9007, -4.3672)  0.239
H (6.9206, 5.1200, -2.9508)  0.237
C (-1.5752, 5.1133, -0.4917)  -1.645
C (-1.4342, 4.5409, -1.8850)  0.869
C (-0.4510, 5.3525, -2.7211)  -0.979
O (-0.1918, 4.6624, -3.9262)  0.046
C (0.4388, 5.4824, -4.8715)  -0.949
N (-0.9774, 3.1429, -1.8082)  0.394
H (-0.7424, 4.8196, 0.1472)  0.352
H (-2.4991, 4.7575, -0.0299)  0.353
H (-1.6892, 6.2009, -0.4863)  0.435
H (-2.3936, 4.5688, -2.4109)  0.106
H (0.4713, 5.5094, -2.1378)  0.338
H (-0.8492, 6.3507, -2.9519)  0.458
H (0.6559, 4.8776, -5.7535)  0.245
H (1.3697, 5.9272, -4.5019)  0.349
H (-0.2109, 6.2987, -5.2185)  0.319
H (-0.0194, 3.1759, -1.4650)  0.181
H (-0.9280, 2.8333, -2.7694)  -1.127
C (-8.1604, 1.3217, -2.3040)  -1.581
C (-7.4328, 0.4829, -1.2565)  0.717
C (-7.4559, -1.0039, -1.6415)  -0.768
O (-8.7781, -1.5133, -1.7548)  -0.391
C (-9.1983, -1.7635, -3.0677)  -0.684
N (-6.0643, 0.9504, -1.0926)  -0.545
H (-7.6057, 1.2137, -3.2434)  0.344
H (-8.1697, 2.3796, -2.0399)  0.331
H (-9.1889, 0.9894, -2.4307)  0.414
H (-7.9847, 0.5882, -0.3154)  0.198
H (-7.0050, -1.5457, -0.8029)  0.384
H (-6.8869, -1.1514, -2.5657)  0.399
H (-9.1680, -0.8791, -3.7107)  0.291
H (-10.2488, -2.0667, -3.0157)  0.245
H (-8.6729, -2.6137, -3.5181)  0.300
H (-5.6259, 1.3520, -1.9110)  0.172
H (-5.4962, 0.1400, -0.8653)  0.120
C (0.3415, -1.7894, 2.1164)  -1.919
C (0.2609, -1.0672, 0.7964)  2.309
C (-0.1643, 0.3768, 0.9430)  -0.295
O (-1.4891, 0.6258, 1.3478)  -0.163
C (-2.4921, 0.2327, 0.4357)  -0.428
N (1.5973, -0.9888, 0.1742)  -0.118
H (0.5828, -2.8508, 1.9790)  0.408
H (-0.5756, -1.7964, 2.7142)  0.221
H (1.1393, -1.4289, 2.7732)  0.415
H (-0.3389, -1.6331, 0.0815)  -1.207
H (0.0321, 0.9009, -0.0022)  -0.582
H (0.4723, 0.8366, 1.7038)  0.386
H (-2.2549, 0.5675, -0.5780)  -0.009
H (-3.3910, 0.7806, 0.7249)  0.337
H (-2.7123, -0.8397, 0.4478)  0.326
H (1.7754, -1.7074, -0.5171)  0.181
H (2.3668, -1.0764, 0.8311)  0.043

Output
SMILES string: COC[C@H](C)N.COC[C@H](C)N.COC[C@H](C)N.COC[C@H](C)N.COC[C@H](C)N.COC[C@H](C)N.COC[C@H](C)N.COC[C@H](C)N.COC[C@H](C)N
Multiplicity: 1
E_LUMO in eV: 0.4
E_HOMO in eV: -8.42
Charge: 0

Relative energies, eV: version a 2.496; version b 0.000.